Model a:
The following is a DFT calculation (ωB97M-V/def2-TZVPD) of a cluster of 2 separate species, CH6OS2 in total.

Each line ends with the Mulliken charge.
Cartesian coordinates (Å):
C (1.49, -0.04, 0.39)  -0.43
O (2.46, 0.99, 0.37)  -0.51
H (0.88, -0.01, -0.52)  0.19
H (1.95, -1.02, 0.49)  0.28
H (0.86, 0.07, 1.28)  0.20
H (2.24, 1.63, 1.03)  0.30
S (-2.10, 0.07, 0.11)  -0.11
S (-2.71, -0.65, -1.68)  -0.16
H (-1.04, -0.72, -0.03)  0.11
H (-4.01, -0.33, -1.43)  0.15

Computed properties:
Total charge   0
SMILES string   CO.SS
HOMO-LUMO gap   0.32740 Eh


Model b:
The following is a DFT calculation (ωB97M-V/def2-TZVPD) of a cluster of 2 separate species, CH6OS2 in total.

Each line ends with the Mulliken charge.
Cartesian coordinates (Å):
C (3.71, -6.57, 0.92)  -0.45
O (4.66, -7.19, 0.01)  -0.49
H (3.05, -6.14, 0.13)  0.19
H (3.23, -7.10, 1.72)  0.29
H (4.32, -5.65, 1.26)  0.18
H (4.80, -8.08, 0.31)  0.28
S (-2.71, 3.46, 0.61)  -0.15
S (-1.68, 3.93, -1.08)  -0.16
H (-2.42, 2.18, 0.51)  0.16
H (-2.34, 3.38, -2.02)  0.15

Computed properties:
Total charge   0
SMILES string   CO.SS
HOMO-LUMO gap   0.35516 Eh


The winner here is model a, beating the second structure by 5.4 kcal/mol.


Model a:
The following is a DFT calculation (ωB97M-V/def2-TZVPD) of a cluster of 2 separate species, C6H6N2 in total.

Each line ends with the Mulliken charge.
Cartesian coordinates (Å):
C (0.47, 0.47, -2.52)  -0.66
C (-0.71, 0.30, -1.75)  -0.24
C (-0.29, 0.34, -0.25)  0.47
C (-0.41, -0.05, 1.82)  0.65
C (0.85, -0.68, 1.54)  -0.55
C (0.99, -0.60, 0.20)  -0.38
H (1.83, 0.83, -2.06)  0.21
H (0.12, 0.59, -3.48)  0.37
H (-1.91, 0.28, -2.00)  0.31
H (-1.95, 0.39, 2.76)  0.32
H (1.17, -1.40, 2.40)  0.30
H (1.85, -0.83, -0.34)  0.43
N (-1.02, 0.44, 0.71)  -0.57
N (-0.98, -0.07, 2.95)  -0.66

Computed properties:
Total charge   0
HOMO-LUMO gap   0.34184 Eh


Model b:
The following is a DFT calculation (ωB97M-V/def2-TZVPD) of an isolated molecule of C6H6N2.

Each line ends with the Mulliken charge.
Cartesian coordinates (Å):
C (0.90, 0.37, -1.65)  -1.08
C (-0.57, 0.59, -0.99)  -0.43
C (-0.37, -0.07, 0.37)  0.76
C (0.02, -1.53, 0.34)  0.01
N (0.00, -2.73, 0.19)  -0.45
C (-0.55, 0.45, 1.61)  -0.59
C (-0.27, -0.13, 2.84)  0.17
N (0.14, -0.77, 3.75)  -0.42
H (1.69, 0.87, -1.10)  0.35
H (0.78, 0.69, -2.78)  0.29
H (1.20, -0.71, -1.62)  0.37
H (-0.91, 1.62, -0.90)  0.36
H (-1.27, -0.10, -1.73)  0.25
H (-0.80, 1.45, 1.67)  0.41

Computed properties:
Total charge   0
SMILES string   CC/C(C#N)=C/C#N
HOMO-LUMO gap   0.35196 Eh


The winner here is model b, beating the second structure by 76.6 kcal/mol.


Model a:
The following is a DFT calculation (ωB97M-V/def2-TZVPD) of an isolated molecule of C6H6N2.

Each line ends with the Mulliken charge.
Cartesian coordinates (Å):
C (2.09, 0.01, 0.19)  -0.25
C (1.20, 1.09, -0.06)  -0.38
C (-0.23, 0.82, -0.14)  0.37
C (-1.62, 1.12, 0.06)  -0.59
C (-2.35, -0.15, 0.15)  -0.37
N (-1.34, -1.30, -0.06)  -0.83
N (-0.28, -0.50, -0.34)  0.57
C (0.98, -1.18, -0.03)  -0.51
H (3.16, 0.11, 0.38)  0.38
H (1.66, 2.14, -0.33)  0.24
H (-2.06, 2.08, -0.14)  0.34
H (-3.33, -0.22, 0.34)  0.51
H (1.05, -1.99, -0.85)  0.26
H (1.07, -2.02, 0.84)  0.25

Computed properties:
Total charge   0
SMILES string   C1=Cc2ccnn2C1
HOMO-LUMO gap   0.32052 Eh


Model b:
The following is a DFT calculation (ωB97M-V/def2-TZVPD) of a cluster of 2 separate species, C6H6N2 in total.

Each line ends with the Mulliken charge.
Cartesian coordinates (Å):
C (-1.47, 1.58, -0.07)  0.14
C (1.03, 2.08, 0.09)  -0.50
C (2.10, 1.20, 0.01)  -0.31
C (-0.13, 1.17, 0.15)  0.73
C (1.55, -0.13, 0.10)  -0.57
C (-2.03, -1.38, 0.15)  -0.86
N (-2.54, 1.81, -0.45)  -0.42
N (0.22, -0.12, 0.20)  -0.33
H (0.85, 3.13, 0.13)  0.44
H (3.18, 1.55, -0.19)  0.32
H (-1.66, -1.59, 1.11)  0.29
H (-2.29, -2.25, -0.39)  0.32
H (-2.46, -0.42, -0.06)  0.25
H (1.96, -1.07, -0.01)  0.51

Computed properties:
Total charge   0
HOMO-LUMO gap (alpha / beta)   0.38808 / 0.17761 Eh


The winner here is model a, beating the second structure by 10.6 kcal/mol.


Model a:
The following is a DFT calculation (ωB97M-V/def2-TZVPD) of a cluster of 7 separate species, C14H42O7 in total.

Each line ends with the Mulliken charge.
Cartesian coordinates (Å):
C (-0.67, -0.53, -4.18)  -1.03
C (-1.84, -1.36, -3.76)  -0.22
O (-2.08, -1.18, -2.33)  -0.43
H (-0.51, -0.66, -5.25)  0.40
H (0.26, -0.75, -3.65)  0.30
H (-0.89, 0.53, -4.02)  0.14
H (-1.66, -2.43, -3.93)  0.29
H (-2.72, -1.04, -4.31)  0.39
H (-2.93, -1.59, -2.13)  0.22
C (-0.31, -0.58, 0.84)  -0.47
C (0.79, -0.60, -0.21)  0.26
O (0.49, -1.58, -1.18)  -0.52
H (-0.50, -1.57, 1.26)  0.39
H (-1.22, -0.19, 0.39)  -0.38
H (-0.08, 0.11, 1.66)  0.19
H (1.76, -0.79, 0.24)  0.38
H (0.80, 0.41, -0.63)  -0.18
H (-0.29, -1.29, -1.67)  0.12
C (-1.25, 2.78, -1.34)  -0.60
C (0.20, 3.06, -1.68)  -0.45
O (0.96, 3.14, -0.48)  -0.45
H (-1.31, 1.84, -0.79)  -0.18
H (-1.85, 2.66, -2.24)  0.39
H (-1.69, 3.55, -0.72)  0.40
H (0.29, 4.01, -2.22)  0.36
H (0.57, 2.28, -2.35)  0.29
H (1.89, 3.19, -0.72)  0.24
C (-4.26, 0.22, -0.05)  -0.75
C (-5.54, -0.10, 0.64)  -0.40
O (-5.99, -1.36, 0.13)  -0.52
H (-4.37, 0.23, -1.14)  0.27
H (-3.46, -0.49, 0.18)  0.14
H (-3.86, 1.19, 0.25)  0.35
H (-6.29, 0.67, 0.44)  0.33
H (-5.39, -0.16, 1.72)  0.27
H (-6.90, -1.51, 0.41)  0.30
C (2.86, -5.09, -3.44)  -1.21
C (2.62, -3.75, -2.77)  0.09
O (1.93, -3.94, -1.56)  -0.53
H (3.63, -5.64, -2.89)  0.28
H (3.25, -4.94, -4.45)  0.35
H (1.96, -5.71, -3.44)  0.33
H (2.03, -3.10, -3.44)  0.10
H (3.59, -3.27, -2.61)  0.22
H (1.42, -3.14, -1.36)  0.50
C (2.70, -0.51, 3.40)  -0.78
C (2.83, -0.39, 4.89)  -0.40
O (1.73, 0.37, 5.38)  -0.50
H (1.78, -1.05, 3.15)  0.18
H (3.54, -1.06, 2.98)  0.42
H (2.62, 0.46, 2.91)  0.11
H (3.78, 0.10, 5.15)  0.29
H (2.84, -1.39, 5.34)  0.38
H (1.76, 0.36, 6.34)  0.28
C (2.10, 3.63, 3.97)  -1.03
C (0.94, 3.24, 3.08)  0.43
O (0.67, 4.28, 2.15)  -0.59
H (1.82, 4.44, 4.63)  0.32
H (2.95, 3.91, 3.35)  0.27
H (2.43, 2.79, 4.60)  0.24
H (0.04, 3.06, 3.67)  0.23
H (1.19, 2.31, 2.54)  -0.24
H (0.82, 3.96, 1.25)  0.42

Computed properties:
Total charge   0
SMILES string   CCO.CCO.CCO.CCO.CCO.CCO.CCO
HOMO-LUMO gap   0.36828 Eh


Model b:
The following is a DFT calculation (ωB97M-V/def2-TZVPD) of a structure of composition C14H42O7.

Each line ends with the Mulliken charge.
Cartesian coordinates (Å):
C (2.17, 1.72, 0.70)  0.53
O (3.43, 1.55, 1.31)  -0.57
H (1.77, 0.72, 0.54)  -0.42
H (1.55, 2.16, 1.49)  0.07
H (2.18, 2.24, -0.26)  0.27
H (3.95, 1.17, 0.60)  0.33
C (-0.22, 0.27, -0.65)  -2.69
O (-0.37, 0.03, 0.73)  1.62
H (-0.46, -0.64, -1.21)  0.32
H (-0.92, 1.08, -0.84)  0.82
H (0.79, 0.60, -0.91)  0.20
H (-0.43, 0.84, 1.24)  -1.11
C (0.59, -2.49, 0.59)  -0.31
C (1.05, -3.04, -0.78)  0.81
C (2.42, -3.70, -0.76)  -1.59
O (0.06, -3.94, -1.29)  -0.63
H (-0.40, -2.07, 0.45)  -0.03
H (1.31, -1.72, 0.89)  -0.46
H (0.51, -3.24, 1.38)  0.64
H (1.09, -2.22, -1.50)  -0.01
H (2.59, -4.30, -1.65)  0.40
H (2.58, -4.31, 0.13)  0.33
H (3.13, -2.92, -0.51)  0.36
H (-0.82, -3.56, -1.27)  0.32
C (-4.18, 0.54, -0.36)  -1.75
C (-3.17, -0.30, 0.33)  2.60
C (-2.89, 0.27, 1.74)  -1.53
O (-3.70, -1.59, 0.59)  -0.59
H (-4.17, 0.32, -1.43)  0.42
H (-3.80, 1.56, -0.29)  0.33
H (-5.21, 0.43, -0.02)  0.35
H (-2.24, -0.47, -0.20)  -0.86
H (-2.52, 1.29, 1.70)  0.10
H (-2.09, -0.25, 2.26)  0.38
H (-3.81, 0.17, 2.32)  0.51
H (-3.83, -1.97, -0.28)  0.36
C (2.01, 2.35, -2.98)  -0.16
C (1.03, 2.26, -4.19)  0.43
C (-0.44, 2.31, -3.78)  -0.87
O (1.32, 3.27, -5.08)  -0.56
H (2.99, 1.93, -3.19)  0.37
H (1.62, 1.84, -2.10)  -0.39
H (2.22, 3.41, -2.80)  0.44
H (1.17, 1.33, -4.74)  0.21
H (-1.11, 2.16, -4.62)  0.46
H (-0.80, 3.25, -3.36)  0.29
H (-0.53, 1.47, -3.09)  -0.14
H (0.78, 3.10, -5.85)  0.32
C (1.40, -1.76, 2.74)  -0.91
C (0.12, -1.21, 3.29)  0.47
C (0.06, 0.28, 3.74)  -0.74
O (-0.83, -1.29, 2.31)  -0.79
H (1.29, -2.78, 2.39)  0.17
H (2.15, -1.59, 3.51)  0.52
H (1.65, -1.14, 1.88)  0.39
H (-0.24, -1.79, 4.15)  0.34
H (0.19, 0.87, 2.83)  -0.26
H (0.94, 0.55, 4.31)  0.48
H (-0.80, 0.61, 4.33)  0.32
H (-0.68, -0.80, 1.50)  0.17
O (-0.46, 1.99, 1.31)  -0.71
H (-0.64, 2.62, 0.61)  0.30
H (-0.33, 2.53, 2.09)  0.34

Computed properties:
Total charge   0
HOMO-LUMO gap   0.29917 Eh


The winner here is model a, beating the second structure by 184.3 kcal/mol.